DFT (the ωB97M-V functional and the def2-TZVPD basis) results for a structure of composition C45H41FN6O3PtSeSi.

The geometry in XYZ format:
```
99
Properties=species:S:1:pos:R:3
Pt -0.522 -0.628 -0.028
Se -4.822 -4.237 5.397
N -3.505 -3.084 5.498
C -3.070 -2.868 4.280
C -1.979 -1.975 3.954
C -1.227 -1.299 4.917
C -0.172 -0.511 4.511
C 0.102 -0.400 3.152
N -0.613 -1.027 2.233
C -1.644 -1.806 2.602
C -2.372 -2.503 1.552
N -2.042 -2.232 0.277
C -2.565 -2.949 -0.704
C -3.467 -3.984 -0.469
C -3.889 -4.219 0.820
C -3.355 -3.452 1.860
C -3.748 -3.601 3.245
N -4.721 -4.380 3.650
H -1.486 -1.419 5.960
H 0.442 0.013 5.230
H 0.922 0.214 2.800
H -2.244 -2.702 -1.707
H -3.825 -4.579 -1.297
H -4.605 -4.994 1.059
C 6.463 -4.181 -1.549
C 6.072 -3.807 -0.118
C 7.231 -3.246 0.695
C 7.702 -1.919 0.118
C 6.546 -0.978 -0.065
C 6.760 0.383 -0.110
C 5.686 1.251 -0.256
F 5.916 2.550 -0.283
C 4.387 0.799 -0.366
C 4.146 -0.567 -0.329
C 2.756 -1.054 -0.447
O 1.827 -0.254 -0.587
C 2.612 -2.488 -0.389
C 3.714 -3.293 -0.243
N 4.965 -2.828 -0.157
C 5.223 -1.468 -0.186
C 1.222 -3.173 -0.463
O 1.192 -4.270 0.085
O 0.328 -2.521 -1.059
H 7.298 -4.879 -1.520
H 6.760 -3.305 -2.125
H 5.636 -4.666 -2.067
H 5.682 -4.692 0.384
H 8.044 -3.970 0.688
H 6.918 -3.112 1.733
H 8.194 -2.075 -0.846
H 8.444 -1.462 0.772
H 7.761 0.786 -0.026
H 3.571 1.498 -0.485
H 3.573 -4.366 -0.196
C -0.509 1.448 0.399
Si -1.121 2.728 -0.807
C -3.147 2.920 -0.517
N -3.852 1.737 -0.396
C -4.010 0.858 -1.536
C -5.290 0.014 -1.403
C -6.278 0.713 -0.472
C -5.689 0.810 0.939
C -4.180 1.161 0.887
C -0.976 2.475 -2.651
C -1.615 3.381 -3.504
C -1.463 3.296 -4.878
C -0.653 2.305 -5.420
C -0.008 1.403 -4.588
C -0.172 1.481 -3.213
C -0.582 4.444 -0.274
C -0.720 4.815 1.068
C -0.332 6.071 1.503
C 0.204 6.980 0.599
C 0.372 6.618 -0.729
C -0.019 5.361 -1.164
H -0.973 1.625 1.374
H 0.568 1.612 0.532
H -3.456 3.473 -1.406
H -3.229 3.533 0.379
H -3.120 0.213 -1.594
H -4.024 1.465 -2.441
H -5.062 -0.973 -1.001
H -5.728 -0.131 -2.389
H -7.221 0.169 -0.437
H -6.487 1.714 -0.856
H -5.810 -0.137 1.467
H -6.222 1.575 1.502
H -3.573 0.259 1.021
H -3.921 1.865 1.674
H -2.230 4.176 -3.092
H -1.970 4.002 -5.522
H -0.524 2.244 -6.493
H 0.629 0.639 -5.016
H 0.328 0.764 -2.568
H -1.137 4.112 1.783
H -0.444 6.340 2.545
H 0.491 7.968 0.933
H 0.813 7.317 -1.429
H 0.117 5.088 -2.205
```

The energy relative to the best compared isomer or geometry (same formula, charge and spin) is 15.7 kcal/mol. The value obtained for the HOMO energy (alpha / beta) is -12.312 / -13.150 eV. The HOMO-LUMO gap (alpha / beta) is 0.257 / 0.173 Ha. The spin multiplicity is 5. Its net charge is +2. The strongest force on any atom comes out at 0.0215 hartree/bohr. Its expectation value of S² is 6.06. The calculation puts the LUMO energy (alpha / beta) at -5.3055 / -8.4469 eV.

DFT (the ωB97M-V functional and the def2-TZVPD basis) results for a structure of composition C45H42BrIN4P2STi.

The geometry in XYZ format:
```
97
Properties=species:S:1:pos:R:3
Ti -0.717 1.423 0.583
C 6.794 -2.948 -1.084
S 6.252 -1.321 -0.571
C 4.610 -1.681 0.086
C 4.002 -0.409 0.657
C 2.539 -0.599 1.044
N 1.645 -0.961 -0.098
P 0.106 -1.506 0.583
C -0.637 -2.613 -0.675
C 0.076 -3.246 -1.685
C -0.561 -4.157 -2.512
C -1.901 -4.461 -2.321
C -2.609 -3.857 -1.293
C -1.978 -2.932 -0.476
C 0.619 -2.887 1.675
C 1.645 -3.758 1.313
C 1.948 -4.843 2.118
C 1.219 -5.078 3.278
C 0.184 -4.227 3.630
C -0.111 -3.130 2.832
P 1.170 0.567 -0.901
C 2.727 1.002 -1.724
C 3.459 0.040 -2.420
C 4.687 0.372 -2.973
C 5.191 1.661 -2.824
C 4.472 2.614 -2.118
C 3.241 2.286 -1.563
C 0.031 0.067 -2.248
C 0.391 -0.271 -3.545
C -0.586 -0.509 -4.501
C -1.928 -0.385 -4.182
C -2.302 -0.006 -2.899
C -1.325 0.214 -1.952
H 7.772 -2.840 -1.549
H 6.074 -3.352 -1.796
H 6.866 -3.592 -0.206
H 4.717 -2.470 0.837
H 4.021 -2.061 -0.756
H 4.099 0.392 -0.073
H 4.548 -0.100 1.551
H 2.214 0.327 1.538
H 2.483 -1.395 1.787
H 1.127 -3.019 -1.822
H -0.007 -4.641 -3.307
H -2.392 -5.178 -2.966
H -3.648 -4.109 -1.126
H -2.529 -2.474 0.340
H 2.188 -3.589 0.391
H 2.745 -5.518 1.833
H 1.454 -5.932 3.899
H -0.393 -4.418 4.525
H -0.920 -2.463 3.108
H 3.073 -0.970 -2.507
H 5.250 -0.367 -3.532
H 6.147 1.920 -3.261
H 4.870 3.612 -1.993
H 2.687 3.016 -0.986
H 1.431 -0.326 -3.830
H -0.295 -0.789 -5.506
H -2.685 -0.557 -4.935
H -3.348 0.124 -2.653
H -1.628 0.536 -0.946
I 0.822 2.979 2.211
C -0.554 3.094 -0.804
C -1.037 4.399 -0.669
C -0.731 5.319 -1.658
C 0.016 4.926 -2.762
C 0.467 3.622 -2.825
N 0.194 2.752 -1.846
H -1.611 4.695 0.198
H -1.070 6.344 -1.566
H 0.261 5.630 -3.546
H 1.063 3.255 -3.654
N -2.627 2.242 0.788
C -3.507 2.844 1.219
C -4.592 3.578 1.743
C -5.631 3.999 0.903
C -6.671 4.736 1.432
C -6.682 5.063 2.783
C -5.657 4.635 3.618
C -4.610 3.893 3.108
H -5.606 3.745 -0.148
H -7.477 5.057 0.786
H -7.493 5.654 3.185
H -5.672 4.885 4.670
H -3.803 3.560 3.747
Br -4.986 -1.865 2.764
C -3.383 -0.977 3.219
C -2.856 -1.039 4.502
C -1.667 -0.374 4.741
C -1.054 0.324 3.710
N -1.569 0.392 2.482
C -2.715 -0.258 2.246
H -3.364 -1.593 5.280
H -1.211 -0.395 5.721
H -0.132 0.862 3.883
H -3.128 -0.208 1.246
```

The energy relative to the best compared isomer or geometry (same formula, charge and spin) is 95.5 kcal/mol. The value obtained for the HOMO energy (alpha / beta) is -12.074 / -12.394 eV. The HOMO-LUMO gap (alpha / beta) is 0.269 / 0.117 Ha. The spin multiplicity is 3. Its net charge is +2. The strongest force on any atom comes out at 0.0326 hartree/bohr. Its expectation value of S² is 2.01. The calculation puts the LUMO energy (alpha / beta) at -4.7649 / -9.2117 eV.

DFT (the ωB97M-V functional and the def2-TZVPD basis) results for a structure of composition C45H42CrN7O5S3.

The geometry in XYZ format:
```
103
Properties=species:S:1:pos:R:3
Cr -0.863 -2.015 0.029
C -0.654 -4.085 3.294
C -1.816 -4.043 2.372
N -1.894 -3.370 1.237
C -3.146 -3.595 0.715
C -3.840 -4.421 1.542
N -2.980 -4.692 2.574
C -5.206 -5.022 1.544
O -5.988 -4.724 0.528
O -5.508 -5.756 2.446
C -3.478 -2.923 -0.558
O -4.555 -3.071 -1.104
O -2.490 -2.203 -1.012
H 0.171 -3.530 2.854
H -0.341 -5.112 3.482
H -0.914 -3.630 4.251
H -3.236 -5.293 3.347
H -5.560 -4.108 -0.118
N -0.052 -0.687 -1.143
S 0.196 0.508 -1.925
N 1.107 1.684 -1.221
S 0.612 2.371 0.072
N -0.164 1.562 1.144
S 0.287 0.248 1.980
N -0.280 -1.069 1.620
C -0.203 0.725 3.613
C -0.654 1.998 3.921
C -0.996 2.284 5.236
C -0.872 1.311 6.216
C -0.417 0.038 5.891
C -0.084 -0.265 4.583
C 2.064 0.233 2.032
C 2.706 -0.505 1.046
C 4.092 -0.546 1.045
C 4.809 0.134 2.021
C 4.151 0.868 2.998
C 2.766 0.926 3.010
C 2.065 3.154 0.699
C 1.895 4.019 1.775
C 3.011 4.637 2.308
C 4.267 4.389 1.765
C 4.415 3.521 0.693
C 3.307 2.890 0.146
C -0.501 3.704 -0.264
C 0.020 4.799 -0.945
C -0.834 5.831 -1.288
C -2.183 5.753 -0.964
C -2.687 4.646 -0.296
C -1.844 3.604 0.065
C 1.169 0.240 -3.380
C 0.816 -0.886 -4.113
C 1.492 -1.154 -5.291
C 2.507 -0.307 -5.718
C 2.851 0.812 -4.972
C 2.177 1.098 -3.793
C -1.243 1.364 -2.523
C -1.098 2.528 -3.273
C -2.237 3.176 -3.712
C -3.494 2.658 -3.409
C -3.618 1.492 -2.673
C -2.482 0.828 -2.222
H -0.761 2.743 3.146
H -1.364 3.268 5.492
H -1.137 1.541 7.239
H -0.324 -0.718 6.660
H 0.267 -1.251 4.309
H 2.126 -1.033 0.299
H 4.612 -1.119 0.289
H 5.890 0.085 2.025
H 4.715 1.388 3.761
H 2.246 1.487 3.775
H 0.909 4.219 2.176
H 2.901 5.322 3.138
H 5.136 4.883 2.179
H 5.395 3.335 0.275
H 3.398 2.207 -0.687
H 1.074 4.848 -1.193
H -0.447 6.699 -1.805
H -2.847 6.564 -1.233
H -3.739 4.590 -0.051
H -2.219 2.734 0.585
H 0.022 -1.533 -3.759
H 1.224 -2.019 -5.882
H 3.032 -0.519 -6.639
H 3.643 1.466 -5.309
H 2.432 1.969 -3.206
H -0.115 2.915 -3.510
H -2.148 4.081 -4.299
H -4.381 3.166 -3.766
H -4.596 1.082 -2.460
H -2.558 -0.101 -1.675
C 1.622 -5.335 -2.292
N 0.165 -5.330 -2.223
C -0.531 -6.361 -2.986
C -0.495 -4.413 -1.560
O 0.059 -3.488 -0.916
H 1.992 -6.312 -1.984
H 2.019 -4.566 -1.637
H 1.938 -5.145 -3.318
H -0.192 -7.344 -2.663
H -0.320 -6.241 -4.048
H -1.604 -6.282 -2.825
H -1.581 -4.503 -1.599
```

The energy relative to the best compared isomer or geometry (same formula, charge and spin) is 0.0 kcal/mol. The value obtained for the HOMO energy (alpha / beta) is -13.771 / -13.854 eV. The HOMO-LUMO gap (alpha / beta) is 0.319 / 0.341 Ha. The spin multiplicity is 4. Its net charge is +2. The strongest force on any atom comes out at 0.0064 hartree/bohr. Its expectation value of S² is 3.77. The calculation puts the LUMO energy (alpha / beta) at -5.0799 / -4.5713 eV.

The highest spin multiplicity belongs to which entry?
C45H41FN6O3PtSeSi

Which formula does entry 1 have?
C45H41FN6O3PtSeSi